Record 1
ORCA calculation (ωB97M-V/def2-TZVPD) on a structure of composition C16H14IrN3O3S.

## Properties
ΔE to the lowest compared entry with this formula, charge and spin	24.3	kcal per mole
E_HOMO (alpha / beta)	-14.99 / -15.89	eV
<S²>	6.040
gap between HOMO and LUMO (alpha / beta)	8.2 / 7.4	eV

ORCA input file:
```
! wB97M-V def2-TZVPD RIJCOSX def2/J DEFGRID3
* xyz 2 5
Ir -0.04970 -1.42051 -0.84551
C -2.82505 -1.38020 2.78512
C -2.13111 -0.51698 3.64574
C -0.94844 0.01888 3.25286
C -0.38561 -0.26976 1.90662
N -1.14400 -1.20467 1.08557
C -2.26322 -1.69742 1.51969
C -0.14308 0.97041 1.04566
C -0.05578 2.27833 1.47329
C 0.10422 3.26463 0.50047
C 0.15323 2.93426 -0.84499
C 0.06275 1.59372 -1.19493
N -0.06969 0.67835 -0.24720
C 0.05003 1.02260 -2.56801
C 0.20333 1.77433 -3.71150
C 0.14507 1.15038 -4.95179
C -0.07464 -0.21307 -5.01547
C -0.22151 -0.91747 -3.83585
N -0.15542 -0.31918 -2.63598
H -3.76870 -1.82422 3.06626
H -2.52958 -0.29451 4.62632
H -0.36014 0.64685 3.90915
H -2.77851 -2.38821 0.86176
H -0.12101 2.54273 2.51908
H 0.17103 4.30232 0.79851
H 0.25094 3.70800 -1.59271
H 0.36869 2.84010 -3.64511
H 0.26785 1.72943 -5.85736
H -0.13334 -0.73670 -5.95894
H -0.39906 -1.98427 -3.83543
C 3.06323 -2.34209 2.22087
S 1.74251 -1.79395 1.21518
O 2.19781 -0.99140 0.09569
O 0.89757 -2.90175 0.77724
O 0.94498 -0.90574 2.23492
H 3.92813 -1.72901 1.97525
H 3.22956 -3.38701 1.96159
H 2.77665 -2.23718 3.26395
*
```

Record 2
ORCA calculation (ωB97M-V/def2-TZVPD) on a structure of composition C16H14IrN6O2S at a distorted geometry.

## Properties
ΔE to the lowest compared entry with this formula, charge and spin	51.9	kcal per mole
E_HOMO (alpha / beta)	-7.74 / -7.75	eV
<S²>	0.753
gap between HOMO and LUMO (alpha / beta)	6.6 / 6.6	eV

ORCA input file:
```
! wB97M-V def2-TZVPD RIJCOSX def2/J DEFGRID3
* xyz 0 2
Ir 0.21050 -0.22690 0.71426
C -4.41399 2.33150 0.41019
O -3.02532 2.67025 0.39660
C -2.11522 1.76839 0.75091
O -0.93638 1.95370 0.62282
N -2.55809 0.56292 1.24736
N -1.55884 -0.38956 1.51302
H -4.92250 3.16161 -0.06572
H -4.78905 2.22831 1.43124
H -4.60350 1.41905 -0.15802
H -3.48282 0.43102 1.61183
H -1.83282 -1.30309 1.15775
H -1.32592 -0.44923 2.49998
C 4.27172 -0.97273 -0.66427
C 4.04035 -1.25150 -2.00122
C 2.80585 -0.97025 -2.54726
C 1.81238 -0.45845 -1.72203
N 2.02968 -0.25894 -0.41204
C 3.24680 -0.47251 0.11534
C 0.45320 -0.14056 -2.16588
C 0.17959 0.38620 -3.42592
C -1.12605 0.69715 -3.76812
C -2.14842 0.42926 -2.86469
C -1.85714 -0.10163 -1.61235
C -0.54120 -0.34927 -1.21071
H 5.23191 -1.14615 -0.19795
H 4.82532 -1.67221 -2.61674
H 2.58762 -1.17879 -3.58580
H 2.55943 0.29106 2.04246
H 0.98803 0.56529 -4.12735
H -1.34707 1.13527 -4.73381
H -3.17629 0.64759 -3.13282
H -2.67891 -0.32028 -0.93794
S 4.75405 -0.33743 2.40138
C 3.42302 -0.13448 1.54037
N 1.19078 -2.61004 6.85707
C 1.15164 -2.01461 5.86302
N 1.13436 -1.25298 4.79417
C 0.88833 -1.34417 3.56968
N 0.65493 -1.32280 2.41118
*
```

Record 3
ORCA calculation (ωB97M-V/def2-TZVPD) on a structure of composition C16H14N10OS2Tc.

## Properties
E_HOMO (alpha / beta)	-14.41 / -14.45	eV
<S²>	0.774
gap between HOMO and LUMO (alpha / beta)	5.2 / 5.8	eV

ORCA input file:
```
! wB97M-V def2-TZVPD RIJCOSX def2/J DEFGRID3
* xyz 2 2
Tc -0.20408 0.43284 0.75856
O 1.86279 -0.16389 0.86352
C 2.09958 -1.06050 1.97574
C 0.88892 -1.93675 2.11718
C 0.97719 -3.17305 2.72407
C -0.17338 -3.93179 2.87573
C -1.38062 -3.43569 2.40464
C -1.40074 -2.19885 1.80234
N -0.28738 -1.45169 1.66413
H 2.59802 0.45331 0.75040
H 2.24841 -0.47208 2.88464
H 2.98848 -1.65732 1.77874
H 1.93468 -3.53714 3.07089
H -0.12632 -4.90223 3.35150
H -2.29871 -3.99629 2.50406
H -2.31534 -1.76428 1.42532
S -2.55205 0.70049 0.31398
C -1.99881 -0.09523 -1.08595
N -0.68755 -0.38913 -1.03523
C -0.23157 -0.99270 -2.20810
C 1.06655 -1.41012 -2.48345
C 1.31073 -1.99846 -3.71023
C 0.28452 -2.17301 -4.64252
C -1.00939 -1.76321 -4.37232
C -1.25478 -1.16566 -3.14336
S -2.77935 -0.54937 -2.53441
H 1.85585 -1.28012 -1.75443
H 2.30991 -2.33260 -3.95299
H 0.50369 -2.63757 -5.59382
H -1.79929 -1.90299 -5.09742
N -0.14837 1.55447 2.24961
C -0.42371 2.47720 2.99478
N -0.54603 3.38415 3.77263
C -1.49887 4.00359 4.45342
N -2.29081 4.57524 5.06095
N 0.05041 5.56422 -0.81858
N 0.19241 4.20675 -0.94222
N 0.37318 3.63007 -2.10664
C 0.32484 2.34916 -1.78459
N 0.12808 2.19373 -0.46861
N 0.03686 3.40922 0.06088
H 0.42497 6.00137 -1.65366
H 0.50698 5.88568 0.02745
H 0.44011 1.55024 -2.49663
*
```

Record 4
ORCA calculation (ωB97M-V/def2-TZVPD) on a structure of composition C16H14N5O6SZn.

## Properties
ΔE to the lowest compared entry with this formula, charge and spin	34.2	kcal per mole
E_HOMO	-4.94	eV
gap between HOMO and LUMO	7.2	eV

ORCA input file:
```
! wB97M-V def2-TZVPD RIJCOSX def2/J DEFGRID3
* xyz -1 1
Zn -0.04344 0.41101 -0.30590
C -3.61880 -0.29840 2.15503
C -2.25960 -0.03013 1.59153
N -1.94761 -0.22998 0.36033
N -2.84377 -0.80699 -0.46065
C -2.57825 -0.62254 -1.75384
N -3.40312 -1.34418 -2.57168
S -1.47008 0.46965 -2.45611
C -1.17721 0.49459 2.45717
C -1.40692 0.89938 3.76756
C -0.34679 1.38531 4.51564
C 0.91414 1.45359 3.94852
C 1.06135 1.02919 2.63693
N 0.04756 0.55861 1.92235
H -4.26672 -0.64759 1.35812
H -3.57911 -1.05708 2.94211
H -4.04332 0.61137 2.58786
H -3.82898 -2.16304 -2.17069
H -3.12748 -1.38321 -3.53656
H -2.40161 0.84443 4.18889
H -0.50776 1.71257 5.53583
H 1.76499 1.82751 4.50141
H 2.01718 1.06166 2.12510
O 1.26843 -0.90484 -0.84447
C 2.50177 -0.35044 -0.98552
C 2.70978 2.08902 -0.63142
C 3.91252 2.61718 -1.01638
C 3.98688 3.94925 -1.42295
C 2.85050 4.75112 -1.42202
C 1.64052 4.22167 -1.03730
C 1.50410 2.86270 -0.65493
O 0.35891 2.36910 -0.33815
N 5.26198 4.49897 -1.82027
O 5.32328 5.68263 -2.12761
O 6.23958 3.76307 -1.81835
H 3.31055 -1.02650 -0.69858
H 4.80750 2.01044 -0.99612
H 2.94034 5.78361 -1.72832
H 0.74186 4.82543 -1.03817
O 3.26409 -0.63155 -3.25110
C 2.61392 0.00608 -2.46315
O 2.63934 0.81417 -0.11043
H 1.89871 0.78228 -2.79769
*
```

Record 5
ORCA calculation (ωB97M-V/def2-TZVPD) on a structure of composition C16H14NO5PdSe.

## Properties
ΔE to the lowest compared entry with this formula, charge and spin	4.2	kcal per mole
E_HOMO	-4.42	eV
gap between HOMO and LUMO	6.8	eV

ORCA input file:
```
! wB97M-V def2-TZVPD RIJCOSX def2/J DEFGRID3
* xyz -1 1
Pd -0.21642 -0.70504 0.60322
O 0.31492 5.05539 -0.60083
C 0.15094 3.70942 -0.51774
C -1.11417 3.12841 -0.44407
C -1.18622 1.75582 -0.34015
N -0.08236 1.01997 -0.35655
C 1.13380 1.55806 -0.36684
C 1.30048 2.92204 -0.46788
C 2.25154 0.53154 -0.14627
O 3.40704 0.87067 -0.33303
O 1.82445 -0.63204 0.21290
C -2.45748 0.94485 -0.07379
O -3.54002 1.47450 -0.26445
O -2.23214 -0.25766 0.32824
H -0.55057 5.47726 -0.57473
H -2.03179 3.70396 -0.43631
H 2.29474 3.34430 -0.47441
C 0.21401 -7.81507 -1.32206
C 0.10752 -6.51553 -0.56917
C -1.12213 -5.94583 -0.28581
C -1.23791 -4.76355 0.44612
C -2.60462 -4.18931 0.69150
C -0.07907 -4.14532 0.92454
Se -0.21527 -2.61708 2.08348
C 1.18174 -4.67944 0.60831
C 2.45436 -3.98889 1.00971
C 1.24988 -5.85460 -0.13133
H -0.74630 -8.09996 -1.75357
H 0.53612 -8.62668 -0.66474
H 0.94203 -7.74729 -2.13304
H -2.02686 -6.42652 -0.64691
H -3.33471 -4.65412 0.02568
H -2.62667 -3.11078 0.53649
H -2.92448 -4.35913 1.72224
H 2.55064 -3.02269 0.51127
H 3.31872 -4.60741 0.76014
H 2.47072 -3.77399 2.07798
H 2.22786 -6.26207 -0.37112
*
```

Record 6
ORCA calculation (ωB97M-V/def2-TZVPD) on a structure of composition C16H15BiClSe at a distorted geometry.

## Properties
E_HOMO	-3.62	eV
gap between HOMO and LUMO	6.8	eV

ORCA input file:
```
! wB97M-V def2-TZVPD RIJCOSX def2/J DEFGRID3
* xyz -1 1
C -2.29519 -0.95175 -0.07217
C -1.65813 -1.14595 -1.35957
C -1.43165 0.16802 -1.94371
H -1.35254 -2.11669 -1.79680
C -1.88910 1.16777 -0.99232
C -2.42832 0.46628 0.15711
H -2.78610 0.93131 1.08589
H -2.52771 -1.74352 0.65461
H -0.93108 0.37398 -2.91191
H -1.77166 2.26246 -1.09095
Bi -0.02889 -0.00394 0.17203
Cl 0.16065 -1.99689 1.56957
C 2.39454 0.12192 0.29226
C 2.01224 1.37426 -0.32329
C 1.51243 1.08746 -1.65519
H 1.99174 2.36334 0.17663
C 1.60234 -0.33894 -1.86810
C 2.15775 -0.94020 -0.67325
H 2.26509 -2.02630 -0.47984
H 2.70061 -0.01742 1.34031
H 1.06179 1.83125 -2.34639
H 1.23869 -0.89635 -2.75726
Se -0.32238 2.15033 1.80275
C -0.28783 1.05432 3.32002
C -1.48897 0.72174 4.00380
C -1.45860 -0.05658 5.14869
C -0.24462 -0.53351 5.65417
C 0.94920 -0.21610 4.99459
C 0.93799 0.56475 3.85354
H -2.43474 1.09951 3.60494
H -2.39383 -0.29911 5.66500
H -0.22625 -1.14803 6.55986
H 1.90262 -0.58757 5.38764
H 1.86681 0.81946 3.33698
*
```